# 1
A 2-piece molecular cluster, C3HClF2 overall, computed with ωB97M-V/def2-TZVPD.

Values from the calculation:
LUMO energy (alpha / beta) (eV): -3.49 / -3.49
Energy relative to the best compared isomer or geometry (same formula, charge and spin) (kcal/mol): 109.1
DFT total energy (Eh): -774.5897

XYZ file:
```
7
C3HClF2, DFT ωB97M-V/def2-TZVPD
C -0.28915 -1.35506 -0.23866
C -0.34575 -0.22055 0.21276
C -0.41668 1.04111 0.53808
F -0.90969 1.44216 1.73108
F 2.30623 -0.94504 -1.04974
Cl 0.20547 2.29651 -0.41742
H -0.55043 -2.25913 -0.77611
```

# 2
A 8-piece molecular cluster, C5H29N2O7 overall, computed with ωB97M-V/def2-TZVPD.

Values from the calculation:
Net charge: +1
LUMO energy (eV): -2.60
Energy relative to the best compared isomer or geometry (same formula, charge and spin) (kcal/mol): 65.9
DFT total energy (Eh): -843.8340

XYZ file:
```
43
C5H29N2O7, DFT ωB97M-V/def2-TZVPD
C -0.74114 -0.15645 1.30493
C -2.10668 0.49210 0.98617
C -2.15814 1.39952 -0.27314
C -3.03562 0.81092 -1.40475
C -2.29483 0.65402 -2.72663
N -3.09474 -0.16119 -3.59935
N 0.05514 -0.40342 0.03720
H -0.89992 -1.08860 1.85170
H -0.03143 0.38841 1.92190
H -2.54406 1.02577 1.82470
H -2.72570 -0.37624 0.72328
H -2.42991 2.38789 0.14813
H -1.23422 1.64526 -0.80112
H -4.00035 1.30626 -1.59938
H -3.50069 -0.11093 -1.09295
H -2.01508 1.63800 -3.18847
H -1.27562 0.23270 -2.58836
H -4.00189 0.06085 -3.96412
H -2.51893 -0.66976 -4.24670
H 0.17023 0.57139 -0.23668
H -0.51447 -0.77611 -0.72327
H 0.88443 -0.92947 0.30933
H 2.60301 2.67334 3.10783
H 2.15604 1.36412 2.96342
O 2.14637 2.15865 2.41470
H 2.16162 -1.85813 -2.40181
H 2.73253 -2.15567 -0.97978
O 2.35513 -1.46674 -1.54509
H -0.39599 -0.24932 4.05856
H 0.62650 -1.28832 4.64486
O 0.40401 -0.74013 3.86308
H 1.39104 4.54237 0.16640
H 0.92330 3.40247 1.00743
O 0.61939 4.24931 0.64389
H 2.92694 0.77271 1.32784
H 2.90231 -0.26019 0.16572
O 2.57412 -0.09195 1.05806
H 1.27720 -3.60743 -4.16549
H 0.69309 -4.23957 -2.95163
O 0.97821 -3.38781 -3.26528
H 1.26284 -2.13599 2.27462
H 2.50604 -2.07015 1.51341
O 1.75657 -2.68003 1.62738
```

# 3
A 3-piece molecular cluster, C3H9O4 overall, computed with ωB97M-V/def2-TZVPD.

Values from the calculation:
Net charge: -1
LUMO energy (eV): 0.16
Energy relative to the best compared isomer or geometry (same formula, charge and spin) (kcal/mol): 183.7
DFT total energy (Eh): -420.4602

XYZ file:
```
16
C3H9O4, DFT ωB97M-V/def2-TZVPD
O -1.99198 -0.61561 -0.69791
C -0.74352 -0.15690 -0.52677
O -0.62462 0.53844 0.75735
C 0.35061 -1.11018 -0.65205
C 1.69657 -0.64530 -0.58612
H 0.21854 -1.95781 -1.31529
H -0.66516 0.68568 -1.25088
H 2.27316 -0.87069 -1.48742
H 1.81067 0.42872 -0.38503
H 2.32762 -1.06557 0.23732
H -2.69543 -0.14677 -0.11719
H -4.23431 1.59040 0.48671
O -3.53216 0.94705 0.58906
H 3.03432 1.38775 2.23810
H 0.05780 0.07040 1.25215
O 2.71787 0.92040 1.45794
```

# 4
A 2-piece molecular cluster, C5H11O3 overall, computed with ωB97M-V/def2-TZVPD.

Values from the calculation:
Net charge: -1
LUMO energy (eV): 3.79
Energy relative to the best compared isomer or geometry (same formula, charge and spin) (kcal/mol): 13.1
DFT total energy (Eh): -422.8928

XYZ file:
```
19
C5H11O3, DFT ωB97M-V/def2-TZVPD
C -0.14066 1.65709 -0.02270
C 1.13699 0.91206 -0.30178
C -0.64465 2.43496 -1.26658
O -1.14625 0.74823 0.34980
H 0.01949 2.30713 0.84238
H 0.99361 0.16681 -1.09020
H -0.51971 1.75434 -2.10952
H -1.64142 2.83812 -1.14081
H 0.03537 3.27948 -1.42129
H -1.26988 -0.09474 -0.14324
H 1.30913 0.30720 0.60341
H 1.98845 1.59738 -0.35643
C -0.09248 -2.55096 1.50789
C 0.09454 -2.52239 -0.00800
O -0.65882 -1.80235 -0.70647
O 1.06003 -3.21852 -0.41146
H 0.74813 -3.06493 1.96172
H -1.00842 -3.13718 1.68484
H -0.26344 -1.61174 2.02843
```

# 5
C25H48Cl2O2P2Pr as an isolated structure, computed with ωB97M-V/def2-TZVPD.

Values from the calculation:
Net charge: -1
<S²>: 2.006
2S+1: 3
LUMO energy (alpha / beta) (eV): 2.65 / 2.65
Energy relative to the best compared isomer or geometry (same formula, charge and spin) (kcal/mol): 0.0
DFT total energy (Eh): -3252.1960

XYZ file:
```
80
C25H48Cl2O2P2Pr, DFT ωB97M-V/def2-TZVPD
Pr -0.14353 0.11213 -0.41526
Cl -0.51222 0.63513 -3.02625
P -2.90464 -0.93808 -1.08590
C -3.34630 -1.82168 -2.65686
C -3.71841 -1.86972 0.30934
C -3.66154 0.76150 -1.26625
C -2.23713 -2.81782 -3.02599
H -3.34419 -1.00574 -3.40062
C -4.71525 -2.50878 -2.68335
H -4.74080 -3.37885 -2.01353
H -4.88460 -2.87899 -3.70553
H -5.54429 -1.83660 -2.43566
H -1.30601 -2.30379 -3.27939
H -2.55956 -3.41258 -3.88943
H -2.02209 -3.50704 -2.19913
H -3.13001 1.14396 -2.15625
C -3.30568 1.69098 -0.08443
C -5.15710 0.71143 -1.57465
H -5.35572 0.27319 -2.55871
H -5.55386 1.73531 -1.59257
H -5.71510 0.14924 -0.81343
H -2.68272 1.22442 0.70072
H -4.21728 2.05677 0.40728
H -2.74780 2.57283 -0.43673
C -3.01486 -3.22387 0.49848
H -4.75147 -2.03077 -0.03784
C -3.74249 -1.09486 1.63040
H -3.16259 -3.90056 -0.35162
H -3.42553 -3.71589 1.39058
H -1.93492 -3.08327 0.66191
H -2.72382 -0.89442 1.99875
H -4.24535 -1.71174 2.38676
H -4.29350 -0.15244 1.55327
Cl 0.17621 -1.53313 1.70852
H 0.14534 -1.91240 -1.26975
P 2.86550 0.03986 -0.90061
C 3.30308 1.59921 -1.81429
C 3.85347 -0.00206 0.67723
C 3.43051 -1.31192 -2.03068
C 2.18714 2.63865 -1.62611
H 3.29967 1.28077 -2.87133
C 4.67055 2.20431 -1.49422
H 4.71098 2.58732 -0.46710
H 4.83091 3.06080 -2.16498
H 5.49863 1.50299 -1.64970
H 1.22623 2.28473 -2.03050
H 2.44781 3.54531 -2.18676
H 2.04337 2.93010 -0.57490
H 2.83313 -1.10807 -2.93769
C 3.02039 -2.69656 -1.49137
C 4.91588 -1.21725 -2.37855
H 5.14412 -0.33398 -2.98565
H 5.19829 -2.09974 -2.96618
H 5.54273 -1.20324 -1.47613
H 2.34529 -2.63722 -0.62789
H 3.89694 -3.28820 -1.19696
H 2.48328 -3.25154 -2.27134
C 3.30114 1.01414 1.69107
H 4.86504 0.30699 0.37015
C 3.91960 -1.39498 1.30900
H 3.29644 2.04298 1.30923
H 3.93390 0.99940 2.58990
H 2.27583 0.75478 2.00054
H 2.91037 -1.77759 1.52000
H 4.45328 -1.32937 2.26665
H 4.45655 -2.11594 0.68318
O 0.26719 4.11017 1.26802
C 0.02042 2.98459 1.68868
O -0.20048 1.91980 0.94037
C -0.02040 2.72034 3.17088
C 0.59825 3.63887 4.03198
C 0.74052 3.35687 5.39698
C 0.21786 2.17188 5.93088
C -0.45119 1.27220 5.08864
C -0.55536 1.53757 3.72376
H 0.98603 4.56680 3.61412
H 1.27071 4.05915 6.04094
H 0.34045 1.94275 6.99038
H -0.87622 0.35310 5.49287
H -1.01898 0.80731 3.06063
```

# 6
An isolated molecule of C6H11N, computed with ωB97M-V/def2-TZVPD.

Values from the calculation:
Structure (SMILES): CN1[C@@H]2CCC[C@H]21
LUMO energy (eV): 1.15
Energy relative to the best compared isomer or geometry (same formula, charge and spin) (kcal/mol): 183.6
DFT total energy (Eh): -289.6791

XYZ file:
```
18
C6H11N, DFT ωB97M-V/def2-TZVPD
C 2.39493 -0.03813 -0.40563
C 0.20344 0.82133 0.08760
C -1.20747 1.40203 0.11312
C -1.66454 -0.26839 -0.22654
C -0.52955 -1.26765 0.09183
C 0.19774 -0.34114 1.10315
H 2.44713 1.07520 -0.86822
H 3.29762 -0.29398 0.10842
H 1.87880 -0.96402 -0.91687
H 0.34626 0.37977 -1.03654
H -1.42175 1.90089 1.02087
H -1.42424 2.10242 -0.60166
H -2.71299 -0.84238 0.30522
H -1.92423 -0.19870 -1.27074
H -1.21863 -2.11373 0.32634
H -0.13693 -1.33459 -0.87364
H 0.05072 -0.43241 2.33366
N 1.42370 0.41348 0.70964
```